# 1
74
Properties=species:S:1:pos:R:3:forces:R:3 method="wB97M-V/def2-TZVPD" total_energy_ha=-1690.7941 de_lowest_kcal_mol=63.1 mol_weight_g_mol=488.57 max_force_ha_per_bohr=0.1002
O -4.2858 -2.9348 -3.2173 0.4791 0.2809 0.2172
O -2.4237 -2.9946 -1.9141 -1.9096 -1.0401 -1.6691
C 3.9440 -3.2580 0.8537 0.9336 -0.7307 0.2300
C -5.0608 -3.8475 -3.9961 -1.3002 0.1757 0.6036
H -4.9527 -3.5952 -5.0509 0.3045 -0.2919 0.0048
C -3.2427 -3.5556 -2.6453 1.5768 0.8975 1.1373
H 6.7485 -2.7005 -0.4126 -0.3918 -0.2292 -0.4666
O -2.3412 4.9575 -2.1290 -1.3066 -0.0938 1.6179
O -5.5989 -0.3714 4.5030 1.3279 -0.7986 -1.3662
C -4.6974 -5.2682 -3.5535 0.3936 0.4716 0.0029
H -0.2621 4.6703 -1.7019 -0.4795 -0.7168 -0.2082
C -3.2596 -1.7836 2.2107 2.4057 0.8361 -0.3070
H 3.6666 4.8455 -0.5069 0.0093 0.0808 -0.2925
C -0.0711 0.4964 1.6642 -1.1703 -0.5684 -2.6692
H 1.3570 -0.4709 0.2649 0.2339 0.2537 0.2993
C -4.0216 -2.9676 2.8100 0.8221 1.8867 -1.9611
O -5.0093 -2.3009 3.5694 -1.5741 -1.9195 0.6573
C 5.8391 -2.1922 -0.0921 -1.4995 0.1439 1.1168
H 4.0860 -2.5626 2.7796 0.6905 0.5516 0.5313
C 0.8067 0.4594 0.4052 1.1466 1.8124 -0.4917
C 5.6387 2.2854 0.0543 0.1964 0.9333 -1.1905
H -0.8759 6.1847 -1.2882 -0.3710 0.3204 0.0021
H 5.1412 3.8768 1.5362 0.2784 0.0315 -0.1651
H 0.0151 1.4106 2.2514 0.0588 -0.3204 0.1673
H 6.7097 2.4358 0.1897 0.0707 -0.0764 0.2327
H 0.4176 0.1140 -1.6594 -0.3639 -0.0384 -0.1275
C 4.7997 3.4177 0.6084 -0.3227 0.0702 0.2915
O -4.6422 4.6962 -1.8244 4.3981 1.0411 2.4748
H -0.2704 1.6734 -1.2193 0.5780 0.3044 0.4979
O 5.7321 1.7223 -2.3574 -0.0872 0.6481 1.0430
H -3.0363 -5.4851 -2.0259 -0.0022 -0.6310 -0.3885
H -3.2004 6.1213 0.3972 -0.2197 -0.0427 0.2937
H -1.4104 3.6807 0.4043 0.1718 -0.0129 -0.3775
H -3.3522 -3.6118 3.3800 -0.5429 -0.1354 0.1964
C -1.1618 5.1329 -1.2963 -0.6561 0.3214 -0.3398
H 5.6938 -1.2085 -0.5387 0.4616 -0.2347 -0.6309
H 1.4088 1.3644 0.3240 1.1003 -0.4389 0.7594
H -6.0975 -3.6655 -3.7128 -0.0607 0.2297 -0.2666
H -3.4917 -1.4310 1.2057 -0.9553 -0.6152 -0.0437
H -1.4868 -0.9739 -0.3794 0.5369 -0.3574 -0.0643
H 3.7322 -1.3461 1.5534 0.2781 0.3850 0.1749
C -3.5316 4.9052 -1.2816 -1.8239 -1.1459 -3.4111
H 2.8582 -3.3476 0.8229 -0.0611 0.3014 -0.7637
H 6.0746 -0.8938 1.5562 0.1899 0.0602 0.2519
C 5.8506 -1.9504 1.4099 -0.3888 1.1309 1.0203
C -3.2726 -5.0345 -2.9898 -0.4255 -0.0571 -0.0638
H -4.8638 -5.9216 -4.4099 0.7038 -0.2587 0.1171
H 5.3518 5.2619 -0.5170 0.4732 -0.3679 -0.4060
O 4.5844 -2.8905 -0.3177 0.5041 0.1593 -2.8342
C -1.5833 4.7092 0.0872 -0.4785 0.8866 1.4918
H 4.3202 -4.2613 1.0537 -0.0262 -0.2609 0.9030
H 5.3642 1.2878 0.3971 0.0108 0.0973 -0.2802
H -5.3762 -5.6308 -2.7815 0.0290 0.2479 0.1020
H -1.1316 5.4076 0.7916 0.5603 -0.5067 0.2583
H 0.0368 -0.4422 2.2077 0.0942 0.2581 0.5092
O 4.7387 3.6180 -1.7707 0.7050 0.6739 1.4565
C -3.0876 5.0595 0.1783 0.1548 -0.3977 -1.7549
H -3.7275 0.2297 2.5128 0.5029 0.4365 0.4994
C -0.0447 0.6742 -0.8467 -1.5745 -1.5567 0.2071
C 4.6667 4.4151 -0.5581 -1.2503 -0.1847 0.5237
C 4.3803 -2.1873 1.7995 -0.4802 -0.7849 0.6430
H -3.6840 4.4200 0.8291 0.0590 0.2647 -0.0347
H 6.5900 -2.4807 2.0100 -0.2333 -0.4440 -0.1980
H -2.7448 -0.4000 3.9034 0.0167 -0.0431 -0.1580
C -4.8244 -1.0065 3.8059 0.2314 1.1060 1.3589
H -2.2596 0.4743 -0.8078 -0.0102 0.4420 0.1490
C -3.4874 -0.6294 3.1392 -1.9504 0.9733 0.0295
O -1.3955 0.5008 1.0422 -0.5118 0.7153 1.6390
H -4.4484 -3.3959 1.9031 -0.4463 -0.9450 0.7347
C 5.4191 2.4860 -1.4733 0.0194 -1.9836 -1.1066
H -2.5185 -5.2539 -3.7457 0.2201 0.0056 0.2577
H 3.8114 3.0197 0.8386 -0.1293 0.0375 -0.0757
H -2.1823 -1.8692 2.0684 0.1659 -0.7865 0.3541
C -1.3676 0.1067 -0.3007 -0.0895 -0.4567 -0.9453

=====

# 2
77
Properties=species:S:1:pos:R:3:forces:R:3 method="wB97M-V/def2-TZVPD" total_energy_ha=-2448.5511 de_lowest_kcal_mol=198.3 mol_weight_g_mol=566.52 max_force_ha_per_bohr=0.1918
O -3.5575 -3.7846 -3.7325 2.1347 -3.8978 0.5900
C 2.3513 2.7828 0.2000 1.5413 -2.2293 -1.8396
C 3.8885 2.8203 -0.0574 -2.8017 -3.2056 -1.9148
C -3.4787 -6.7764 -6.4695 -0.2399 -0.5394 -0.2146
H 6.2169 1.1962 -2.3630 -0.2470 0.2521 1.4559
C -0.2872 4.8218 3.9551 -0.2863 -0.0424 -0.2499
H -1.1956 -2.9696 -4.8036 0.0241 0.0523 -0.0267
O -2.9092 -3.2292 -5.9309 0.4732 -0.5199 0.2615
H -0.9550 -1.4512 -2.2114 0.9306 1.5273 0.7699
C 1.4476 1.6900 -0.4765 2.2427 -0.5088 -0.6447
O 1.7906 -1.3380 -2.8842 -2.4746 2.2942 2.4839
O 0.1057 4.9251 5.3166 0.1859 -0.7842 -0.2402
O -0.2959 3.0193 6.5826 2.1764 -2.0770 -2.1822
H -7.0283 -4.5120 -4.7296 0.1108 -0.0290 -0.1699
H 6.9694 -1.0994 0.4824 -0.6045 1.4753 -1.0551
H -2.0591 0.3564 -0.6983 1.7740 0.1179 -0.2427
O 2.4079 4.3066 5.3279 -0.5682 -4.2429 -1.0362
H 0.0822 1.0973 5.9286 -0.1340 -0.1435 0.0753
H -4.7499 -8.4134 -5.8600 0.0476 0.0696 0.0161
H -4.8223 -7.0117 -4.7840 -0.0079 -0.0605 0.0103
H 6.1957 -0.8439 -1.2240 0.2000 0.2693 1.7181
H 1.8741 1.5934 7.5822 0.0076 -0.0575 0.0165
H 2.8182 6.4247 6.6261 0.1003 -0.2347 -0.0087
H -1.3249 -2.0081 -6.2799 -0.1684 -0.0256 0.0567
H 0.5954 4.6848 3.3204 -0.0211 0.0521 0.0013
C -0.1690 1.6206 6.8566 -0.0975 -0.4596 0.3858
H -0.7493 5.7726 3.6803 0.1165 0.0086 0.1537
C -0.3548 -0.5882 -1.7509 0.1967 1.4394 1.0149
C -6.0839 -4.0807 -4.3871 -0.1768 0.3472 0.2748
C -0.1333 1.5902 -0.2078 0.6023 1.5055 0.8935
O 6.7622 0.9357 -0.2691 -0.9046 -0.1966 -0.7933
C 0.8674 1.3354 7.9280 0.1198 0.0476 0.0982
C 4.4638 1.7361 -1.0115 -2.1086 -0.6695 -0.1412
H -1.1469 1.2650 7.1869 -0.0194 0.1751 -0.0983
H -6.8214 -2.1156 -4.8814 -0.0059 -0.0874 0.0885
H -2.1173 3.7784 4.4459 0.0941 0.0637 -0.0375
H 6.4118 2.7427 -1.3780 -0.1915 -1.9224 0.3771
H 1.9137 3.5548 0.9209 0.4731 -1.3845 -1.2923
O 1.3235 4.4089 7.4419 0.1468 -1.3319 -0.1240
C -0.7306 -4.0392 -6.6286 0.1368 -0.0687 -0.0247
O -0.6650 2.4485 0.5391 1.1511 -3.1049 -2.5050
C -4.7433 -7.3213 -5.8317 -0.1367 0.0154 0.0696
H 0.3287 -3.7751 -6.6713 -0.0536 -0.0167 0.0501
H -3.3733 -7.1780 -7.4791 0.0569 0.1887 0.0035
P -3.5330 -4.5081 -5.0836 -4.7196 7.7661 -3.8328
H 0.8656 0.2758 8.1942 -0.0046 0.0556 -0.0638
C 3.0192 6.1276 7.6567 -0.0930 0.2326 0.0787
C 6.0501 1.6461 -1.3252 -1.2770 1.1073 0.4259
P 1.1076 3.7590 5.9265 -1.7516 8.5721 3.5814
H 2.4314 6.7976 8.2916 0.0833 -0.0903 -0.0003
O -5.1352 -4.2382 -5.4361 0.2179 -1.3531 0.3797
C -1.2841 3.6963 3.7444 -0.0968 -0.0626 -0.0888
C 1.1982 -0.5463 -2.1092 1.1877 -0.1163 -0.5148
C 6.2878 -0.4249 -0.1486 -0.8724 -0.9501 -0.5406
C 2.0563 0.6166 -1.4250 2.1113 1.9202 1.2094
C 2.6337 4.6823 7.9249 0.3261 0.3498 -0.0267
H -1.1136 -4.1336 -7.6470 0.0175 0.0671 0.0962
H 3.3599 3.9866 7.4970 -0.0544 0.1490 -0.0898
H 5.2394 -0.5080 0.3373 1.5854 0.4089 -0.7859
H -0.8132 2.7232 3.9096 -0.0343 -0.0422 -0.0920
C -1.5131 -2.9951 -5.8520 0.3081 0.0524 -0.1663
H 4.0786 6.2918 7.8675 -0.0511 -0.0075 0.0187
H -6.8825 -2.4960 -3.1492 0.0011 -0.0128 -0.0548
H -1.6759 3.7136 2.7250 0.1028 -0.0428 0.0428
H 4.5582 3.6014 0.4465 -1.1521 -1.3937 -0.9043
H -5.6320 -6.9474 -6.3455 0.1333 -0.0343 0.0041
H -5.3489 -2.0772 -3.9366 0.0238 -0.2184 0.1129
H -0.8158 -5.0215 -6.1557 0.0853 -0.0245 -0.0079
H 0.6740 1.9274 8.8256 -0.0427 -0.0626 -0.1129
H -5.7854 -4.6498 -3.5030 0.0636 0.1638 -0.0311
H 2.6310 4.5037 9.0036 -0.2035 -0.0382 -0.0363
C -6.2924 -2.6110 -4.0615 -0.0956 0.2069 -0.1342
H -2.5969 -7.0778 -5.8951 0.0092 -0.1577 -0.1492
C 3.5782 0.6358 -1.7050 -1.8161 2.7652 2.4950
H 4.0259 -0.1613 -2.3993 -0.7201 1.4891 1.2479
O -3.4973 -5.3496 -6.5796 1.8001 -1.8498 2.8280
C -0.9388 0.3891 -0.9133 1.1332 -0.9104 -0.9115

=====

# 3
74
Properties=species:S:1:pos:R:3:forces:R:3 method="wB97M-V/def2-TZVPD" total_energy_ha=-6838.2730 mol_weight_g_mol=612.38 max_force_ha_per_bohr=0.1647
O -1.1902 1.6710 -2.8340 -1.8938 1.7065 -0.8180
C -3.7006 0.5933 -2.4641 0.6554 0.1104 -0.0212
H -3.3507 -0.1595 -3.1804 0.0758 0.1933 0.1164
C -4.0981 3.0073 -1.9650 -0.3631 0.1032 0.1731
C -4.4705 2.0799 -4.2905 0.0835 -0.1252 -0.2080
H -0.9138 2.5118 1.2024 0.2595 -2.3468 1.2974
H -4.7507 0.3647 -2.2396 0.1012 0.3432 -0.2105
Br -2.4791 -2.8110 2.4075 1.5735 -0.0556 0.0744
C 3.8435 -3.3826 4.6743 3.7519 2.5540 3.7488
H -2.3479 1.4885 -6.0007 0.0191 0.1072 0.1137
C -0.4205 -3.3652 4.3543 4.6907 -0.3186 1.6469
H -0.7851 4.7526 -3.5577 -0.0707 -0.2051 -0.1080
C 5.5619 0.8050 2.7889 0.1264 0.1834 -0.0239
H -4.5942 3.1143 -6.1649 -0.0201 -0.0012 0.1719
C -4.3762 3.3576 -5.1175 -0.3599 0.0868 -0.2556
H 4.8068 -0.8596 0.6293 -1.7536 -0.2659 1.7179
C 0.2277 0.4287 1.0206 -0.8388 1.3668 -0.9365
C 2.1178 -2.7804 2.3779 -3.4475 -0.5808 2.4613
H -4.0924 4.0446 -2.3121 0.0575 -0.1197 -0.0643
H 5.3316 -3.3884 2.2161 -1.3650 -0.6650 -1.8170
H 3.9577 -0.5035 3.7512 1.9784 -0.6459 -1.6968
H -0.4988 -0.4932 -0.9299 -0.2982 -0.6492 2.4871
H -1.7632 -0.7523 0.4404 2.8026 0.0240 -0.0839
C 0.5130 -2.6588 1.9144 2.0543 -0.5108 1.0831
H -2.8084 4.5475 -5.9774 0.2229 -0.2006 0.1980
H 5.5860 -1.4405 3.1895 -1.8248 1.3591 -0.5999
H -5.1583 4.0597 -4.8057 0.1112 -0.0621 -0.0629
C 3.3686 -2.4676 1.3619 -0.4585 0.0278 -1.2431
H 0.7790 1.1156 0.2151 -1.0990 -1.7334 1.6594
Br -1.7830 -6.0140 6.0671 0.6836 0.8477 0.0353
H 3.9988 -4.6600 1.6771 1.4856 2.1120 -0.7966
O 4.4105 -2.4897 5.5065 -4.0679 -5.3992 -5.0987
H -0.6510 1.5285 -5.5192 -0.1752 0.1358 0.1990
H 2.9549 -2.5210 0.2425 0.5087 0.1253 2.6292
H -3.4944 2.9656 -1.0526 0.0722 -0.0858 -0.2064
H -1.2680 2.7093 -6.6691 -0.1013 0.0773 0.2518
C -0.6212 4.0653 -4.3966 0.1313 -0.2067 0.1846
H 4.8373 1.6940 2.4754 1.4160 -1.9923 0.7615
H 1.0608 0.0672 1.7562 -1.8904 0.4203 -1.1742
N -0.6379 -2.9469 2.9022 3.1992 -0.3369 1.2397
C -3.5591 2.0336 -3.0361 -1.3053 0.1069 0.4813
C 4.5541 -3.6478 1.3815 -1.1959 0.2286 0.6245
O -1.8056 -2.8670 7.0137 2.9750 -0.7075 -2.1121
H 3.2029 -0.0907 1.2598 1.4642 -1.9100 0.6851
H -0.8673 -2.4905 7.1337 -1.9108 -0.7696 -0.0460
H -1.9886 1.0350 1.6667 2.3285 0.6378 0.2152
H -4.2300 1.2321 -4.9439 0.1226 0.0171 0.2599
C 0.0475 -2.2632 0.3901 -0.5957 -0.2050 -0.1866
H -5.5216 1.9274 -4.0031 0.3343 -0.0350 0.1996
C 2.3500 -3.2075 3.9786 -1.9980 -0.4844 -0.0752
H -3.1476 0.4629 -1.5277 0.0699 0.1260 -0.2615
C -1.8470 3.1347 -4.6037 0.0753 1.1283 -0.5094
H 0.2973 3.5012 -4.1957 -0.3123 -0.0273 0.0387
C -0.5870 -0.7515 0.2329 0.1567 0.1817 -1.2078
N -2.1894 2.5032 -3.3168 2.2971 -2.7766 0.2500
H 6.0561 1.0683 3.8297 -1.0663 -0.5140 -2.1520
C 3.9903 -0.9395 1.4966 1.1943 -0.2658 -0.3128
C 4.7799 -0.6442 2.8979 -0.6665 1.5980 0.0050
H -3.1164 4.8688 -4.2921 0.2421 -0.1690 0.0189
H 5.3952 -4.6786 5.1078 -1.2873 0.7886 -0.8401
H 0.8988 -2.3427 -0.4221 -1.3578 -0.0251 2.2323
H -0.4359 4.6761 -5.2891 -0.2015 -0.1882 0.0450
H 5.0347 -3.7138 0.3044 -0.9449 0.1534 2.4015
H -0.7975 -3.0192 0.0149 1.8835 1.4574 1.0796
C -0.8861 1.4479 1.7363 0.3372 0.0319 0.1174
H -0.5729 1.5390 2.8615 -0.8602 0.1504 -2.1068
C -1.5172 2.1562 -5.7539 0.0809 -0.3575 0.0297
O 4.6462 -4.6299 4.4443 -2.1765 2.7139 0.7171
C -3.0240 4.0531 -5.0210 0.0580 0.2167 0.2611
P -1.9156 -3.7677 5.5280 -0.9828 1.2698 -0.1066
H 1.2916 -3.8701 6.1285 -0.7814 0.7828 -2.7927
H -5.1301 2.7620 -1.6855 0.0811 -0.0503 -0.0845
C 1.0715 -3.5363 5.0063 -0.4019 1.6099 -5.2598
H 6.4212 0.7806 1.9836 -1.6884 -0.0913 1.5670